<i>
This record from OMol25 describes a cluster of 4 separate species, C16H20F12O8 in total. The level of theory is the ωB97M-V functional and the def2-TZVPD basis.

Highest occupied orbital energy   -11.146 eV
Charge   0
Spin multiplicity   1
HOMO-LUMO gap   11.475 eV
Lowest unoccupied orbital energy   0.329 eV

CARTESIAN COORDINATES (ANGSTROEM)
C 0.32 7.69 -1.32
C 1.81 7.61 -1.53
O 2.35 8.92 -2.08
C 3.55 9.02 -2.71
O 4.07 8.04 -3.17
C 4.13 10.47 -2.80
F 4.40 10.91 -4.02
F 3.25 11.31 -2.20
F 5.30 10.55 -2.10
H -0.06 8.52 -0.72
H -0.08 6.79 -0.86
H -0.19 7.81 -2.28
H 2.01 6.78 -2.21
H 2.32 7.31 -0.61
C 0.21 -11.16 -2.94
C -1.29 -10.91 -2.51
O -1.40 -10.68 -1.12
C -1.04 -11.62 -0.24
O -0.79 -12.82 -0.48
C -1.10 -11.16 1.19
F 0.20 -11.03 1.63
F -1.58 -9.87 1.28
F -1.80 -12.06 1.90
H 0.28 -11.27 -4.02
H 0.57 -12.11 -2.55
H 0.86 -10.44 -2.45
H -1.99 -11.70 -2.78
H -1.55 -9.96 -2.97
C -3.83 2.63 2.72
C -3.85 3.86 3.61
O -2.53 4.22 3.89
C -2.25 5.15 4.85
O -3.08 5.91 5.43
C -0.70 5.33 5.01
F -0.26 4.14 5.51
F -0.08 5.52 3.84
F -0.52 6.40 5.78
H -3.47 1.69 3.13
H -3.38 2.92 1.77
H -4.89 2.39 2.59
H -4.20 3.55 4.59
H -4.44 4.71 3.27
C -0.18 -3.68 -1.39
C 0.01 -2.19 -1.17
O 1.29 -1.82 -0.79
C 1.56 -0.49 -0.58
O 0.75 0.46 -0.75
C 2.97 -0.17 -0.01
F 2.81 0.50 1.10
F 3.63 -1.25 0.20
F 3.56 0.65 -0.93
H -0.99 -3.74 -2.11
H -0.44 -4.00 -0.38
H 0.69 -4.12 -1.88
H -0.74 -1.76 -0.51
H -0.22 -1.76 -2.15

Results of the Mulliken charge analysis, in e, for atoms 1 through 8: C -1.175; C -0.167; O -0.268; C 0.452; O -0.526; C 0.791; F -0.225; F -0.238



<ii>
This record from OMol25 describes a cluster of 4 separate species, C16H20F12O8 in total. The level of theory is the ωB97M-V functional and the def2-TZVPD basis.

Highest occupied orbital energy   -11.042 eV
Charge   0
Spin multiplicity   1
HOMO-LUMO gap   11.517 eV
Lowest unoccupied orbital energy   0.475 eV

CARTESIAN COORDINATES (ANGSTROEM)
C 3.95 -4.32 7.96
C 4.76 -4.09 9.23
O 4.10 -4.56 10.47
C 4.41 -5.76 11.06
O 5.39 -6.44 10.65
C 3.53 -6.25 12.26
F 2.72 -7.16 11.87
F 4.41 -6.70 13.11
F 2.77 -5.23 12.74
H 3.15 -3.61 7.74
H 3.62 -5.35 7.80
H 4.72 -4.06 7.24
H 4.86 -3.01 9.36
H 5.80 -4.39 9.18
C 2.84 -0.15 1.39
C 1.38 -0.15 1.05
O 1.09 0.70 -0.01
C 0.87 2.06 0.20
O 0.88 2.59 1.30
C 0.42 2.77 -1.10
F -0.67 3.45 -0.92
F 1.33 3.68 -1.48
F 0.21 1.85 -2.09
H 3.53 -0.42 0.60
H 3.08 -0.80 2.23
H 3.09 0.82 1.81
H 0.80 0.09 1.94
H 1.06 -1.12 0.67
C 1.61 5.84 -13.46
C 2.17 4.91 -12.40
O 1.28 4.91 -11.33
C 1.39 5.67 -10.18
O 2.33 6.48 -10.08
C 0.34 5.44 -9.13
F -0.03 4.16 -9.06
F 0.72 5.82 -7.88
F -0.78 6.13 -9.43
H 1.32 6.82 -13.08
H 0.78 5.38 -14.00
H 2.38 5.95 -14.22
H 3.12 5.30 -12.02
H 2.46 3.93 -12.80
C -8.42 -0.66 2.28
C -8.20 -0.79 0.74
O -6.80 -1.11 0.44
C -6.30 -2.43 0.40
O -6.99 -3.44 0.47
C -4.78 -2.41 0.02
F -4.04 -2.35 1.18
F -4.54 -3.49 -0.72
F -4.42 -1.31 -0.67
H -7.79 0.10 2.76
H -8.29 -1.64 2.73
H -9.41 -0.30 2.55
H -8.32 0.18 0.27
H -8.89 -1.54 0.35

Results of the Mulliken charge analysis, in e, for atoms 1 through 8: C -0.915; C -0.348; O -0.288; C 0.382; O -0.555; C 0.874; F -0.231; F -0.221



<ii> is the most stable structure; the next one sits 0.190 eV above it.



<i>
This record from OMol25 describes a structure of composition C5H7N3. The level of theory is the ωB97M-V functional and the def2-TZVPD basis.

Highest occupied orbital energy   -7.855 eV
Charge   0
Spin multiplicity   1
HOMO-LUMO gap   8.710 eV
Lowest unoccupied orbital energy   0.856 eV

CARTESIAN COORDINATES (ANGSTROEM)
C 0.19 1.12 -0.94
C -0.01 -0.05 -1.45
C 0.23 -1.86 0.77
C -0.58 -0.84 1.80
C -0.47 0.05 0.68
H -0.03 2.37 -2.51
H 0.50 3.21 -0.92
H 0.18 -0.38 -2.52
H -0.14 -3.07 0.47
H 1.49 -1.62 1.25
H -1.63 -1.06 2.17
H 0.05 -0.48 2.67
N 0.43 2.27 -1.60
N -0.30 -0.91 -0.26
N 0.10 1.25 0.39

Results of the Mulliken charge analysis, in e, for atoms 1 through 8: C 0.789; C -0.737; C -0.427; C -0.534; C 0.411; H 0.235; H 0.291; H 0.288



<ii>
This record from OMol25 describes the molecule C5H7N3. The level of theory is the ωB97M-V functional and the def2-TZVPD basis.

Highest occupied orbital energy   -9.383 eV
Charge   0
Spin multiplicity   1
HOMO-LUMO gap   9.357 eV
Lowest unoccupied orbital energy   -0.026 eV

CARTESIAN COORDINATES (ANGSTROEM)
H 1.79 -1.83 -0.04
N 1.16 -1.04 0.32
C 0.24 -0.80 -0.59
N -0.13 -1.61 -1.66
C -0.58 0.43 -0.36
C -1.25 0.85 -1.59
N -1.81 1.11 -2.57
C -0.37 1.23 0.78
C 0.29 0.92 2.03
H -0.51 -1.20 -2.48
H 0.39 -2.53 -1.76
H -0.79 2.18 0.69
H 0.02 1.56 3.00
H 1.39 0.86 1.87
H 0.13 -0.13 2.33

Results of the Mulliken charge analysis, in e, for atoms 1 through 8: H 0.199; N -0.602; C 0.523; N -0.460; C 0.277; C -0.098; N -0.456; C -0.048



<iii>
This record from OMol25 describes the molecule C5H7N3. The level of theory is the ωB97M-V functional and the def2-TZVPD basis.

Highest occupied orbital energy   -9.795 eV
Charge   0
Spin multiplicity   1
HOMO-LUMO gap   9.237 eV
Lowest unoccupied orbital energy   -0.559 eV

CARTESIAN COORDINATES (ANGSTROEM)
H 2.93 -1.54 0.27
N 2.81 -0.47 0.26
C 1.62 -0.13 0.11
C 0.48 -0.95 -0.11
C -0.48 -0.15 -0.26
C -1.90 -0.55 -0.44
N -2.94 -0.05 0.55
C 0.02 1.28 -0.04
N 1.32 1.26 -0.13
H 0.71 -1.92 -0.04
H -2.14 -1.61 -0.48
H -2.22 -0.20 -1.49
H -2.35 0.07 1.54
H -3.25 0.94 0.23
H -0.51 2.16 -0.35

Results of the Mulliken charge analysis, in e, for atoms 1 through 8: H 0.246; N -0.585; C 0.598; C -0.397; C 0.287; C -0.676; N -0.623; C -0.394



<iv>
This record from OMol25 describes the molecule C5H7N3. The level of theory is the ωB97M-V functional and the def2-TZVPD basis.

Highest occupied orbital energy   -8.312 eV
Charge   0
Spin multiplicity   1
HOMO-LUMO gap   9.031 eV
Lowest unoccupied orbital energy   0.719 eV

CARTESIAN COORDINATES (ANGSTROEM)
C 1.30 1.78 1.00
C 1.56 0.43 1.05
N 0.50 -0.10 0.37
C -0.35 0.80 0.08
N 0.08 2.06 0.45
C -1.34 0.17 -0.78
C -1.13 -1.33 -0.49
N 0.33 -1.28 -0.67
H 1.85 2.60 1.21
H 2.46 0.01 1.22
H -0.95 0.74 -1.69
H -2.32 0.25 -0.56
H -1.46 -2.00 0.39
H -1.52 -2.01 -1.25
H 0.98 -2.12 -0.34

Results of the Mulliken charge analysis, in e, for atoms 1 through 8: C -0.205; C -0.593; N 0.225; C 0.330; N -0.740; C -0.515; C -0.448; N -0.469



<ii> is the most stable structure; the next one sits 1.660 eV above it.



<i>
This record from OMol25 describes a cluster of 2 separate species, C5H7N3 in total. The level of theory is the ωB97M-V functional and the def2-TZVPD basis.

Highest occupied orbital energy   -8.822 eV
Charge   0
Spin multiplicity   1
HOMO-LUMO gap   9.367 eV
Lowest unoccupied orbital energy   0.544 eV

CARTESIAN COORDINATES (ANGSTROEM)
C -2.32 -1.04 0.11
C -1.18 -0.04 0.11
C 2.14 -0.22 0.22
C 1.30 -1.45 -0.17
C 0.10 -0.50 -0.17
H -2.04 -2.05 0.75
H -2.23 -1.53 -0.93
H -3.21 -0.31 0.11
H 2.25 -0.36 1.53
H 3.20 0.58 -0.36
H 1.37 -1.63 -1.33
H 1.10 -2.22 0.64
N -1.07 1.48 -0.02
N 0.20 1.76 -0.02
N 0.77 0.62 -0.11

Results of the Mulliken charge analysis, in e, for atoms 1 through 8: C -0.953; C 0.059; C -0.460; C -0.258; C 0.160; H 0.244; H 0.225; H 0.320



<ii>
This record from OMol25 describes the molecule C5H7N3. The level of theory is the ωB97M-V functional and the def2-TZVPD basis.

Highest occupied orbital energy   -8.798 eV
Charge   0
Spin multiplicity   1
HOMO-LUMO gap   9.619 eV
Lowest unoccupied orbital energy   0.822 eV

CARTESIAN COORDINATES (ANGSTROEM)
C 0.21 -0.79 1.64
N 1.22 -0.85 0.91
N 1.17 -0.79 -0.45
C 1.53 0.47 -1.17
C 0.03 0.01 -1.13
C -0.93 0.61 -0.15
N -2.20 0.21 0.22
C -1.08 -0.55 0.86
H 0.40 -0.71 2.70
H 2.26 0.19 -2.01
H 1.78 1.31 -0.55
H -0.33 -0.36 -2.06
H -0.34 1.56 0.27
H -2.57 1.00 0.94
H -1.14 -1.32 -0.03

Results of the Mulliken charge analysis, in e, for atoms 1 through 8: C -0.323; N -0.438; N -0.098; C -0.450; C -0.300; C 0.059; N -0.495; C -0.258



<ii> is the most stable structure; the next one sits 0.136 eV above it.



<i>
This record from OMol25 describes the molecule C5H7N3. The level of theory is the ωB97M-V functional and the def2-TZVPD basis.

Highest occupied orbital energy (spin up / spin down)   -6.829 / -6.796 eV
Charge   0
Spin multiplicity   1
HOMO-LUMO gap (spin up / spin down)   6.407 / 6.334 eV
Lowest unoccupied orbital energy (spin up / spin down)   -0.422 / -0.461 eV

CARTESIAN COORDINATES (ANGSTROEM)
C 0.77 1.23 -1.46
C 1.74 0.36 -1.08
C 1.29 -1.18 0.67
C -0.63 0.21 0.74
C -1.78 0.72 0.06
N 0.02 1.99 -1.98
N 2.08 -0.60 -0.37
N -0.14 -1.01 0.59
H 1.29 -2.25 0.49
H 1.68 -1.08 1.70
H 0.13 0.81 1.23
H -1.40 1.31 -0.76
H -2.41 1.22 0.75
H -2.20 -0.12 -0.40
H -0.44 -1.60 -0.17

Results of the Mulliken charge analysis, in e, for atoms 1 through 8: C 0.484; C 0.056; C -0.636; C -0.161; C -1.030; N -0.630; N -0.489; N -0.153



<ii>
This record from OMol25 describes the molecule C5H7N3. The level of theory is the ωB97M-V functional and the def2-TZVPD basis.

Highest occupied orbital energy   -8.426 eV
Charge   0
Spin multiplicity   1
HOMO-LUMO gap   9.110 eV
Lowest unoccupied orbital energy   0.684 eV

CARTESIAN COORDINATES (ANGSTROEM)
C -3.62 0.60 -0.11
N -3.02 -0.54 -0.09
N -2.15 -1.12 0.74
N -1.01 -1.53 0.62
C -0.18 -1.16 -0.44
C 1.23 -1.81 -0.73
C 1.22 -0.73 0.01
C 2.29 0.04 0.75
H -4.57 0.72 -0.65
H -3.32 1.31 0.59
H -0.69 -0.65 -1.23
H 1.67 -2.54 -1.22
H 3.19 -0.21 0.28
H 2.09 1.14 0.72
H 2.38 -0.28 1.81

Results of the Mulliken charge analysis, in e, for atoms 1 through 8: C -0.330; N -0.089; N -0.239; N -0.253; C -0.166; C -0.587; C 0.260; C -0.961



<iii>
This record from OMol25 describes the molecule C5H7N3. The level of theory is the ωB97M-V functional and the def2-TZVPD basis.

Highest occupied orbital energy   -9.158 eV
Charge   0
Spin multiplicity   1
HOMO-LUMO gap   9.454 eV
Lowest unoccupied orbital energy   0.297 eV

CARTESIAN COORDINATES (ANGSTROEM)
H -0.31 1.98 -0.09
N -1.10 1.39 -0.23
C -1.24 0.08 -0.16
C -2.53 -0.30 -0.27
C -3.70 -0.68 0.13
N -0.20 -0.85 0.05
C 1.31 -0.57 -0.03
C 1.83 0.91 0.12
N 2.16 -1.48 -0.23
H 3.08 -1.02 0.16
H -4.72 -1.20 0.42
H -0.49 -1.98 -0.26
H 2.84 0.75 0.05
H 1.59 1.62 -0.69
H 1.47 1.34 1.04

Results of the Mulliken charge analysis, in e, for atoms 1 through 8: H 0.254; N -0.667; C 0.509; C -0.218; C -0.238; N -0.258; C 0.677; C -1.391



<i> is the most stable structure; the next one sits 0.254 eV above it.



<i>
This record from OMol25 describes a cluster of 4 separate species, C5H7N3 in total. The level of theory is the ωB97M-V functional and the def2-TZVPD basis.

Highest occupied orbital energy   -8.374 eV
Charge   0
Spin multiplicity   1
HOMO-LUMO gap   8.536 eV
Lowest unoccupied orbital energy   0.162 eV

CARTESIAN COORDINATES (ANGSTROEM)
C -2.22 0.84 -0.28
C 0.08 -0.34 0.07
C 0.46 0.98 0.36
C 1.78 1.06 -0.06
C 1.23 -1.10 -0.12
H -3.21 1.40 -1.19
H -0.81 1.20 -0.73
H -2.53 0.94 1.33
H -0.15 1.83 1.01
H 2.64 1.83 -0.01
H 3.24 -0.65 0.17
H 1.66 -2.28 0.18
N -2.31 -0.53 -0.02
N -1.17 -1.12 0.18
N 2.22 -0.20 -0.24

Results of the Mulliken charge analysis, in e, for atoms 1 through 8: C -0.507; C 0.356; C -0.345; C -0.500; C -0.195; H 0.232; H 0.314; H 0.227



<ii>
This record from OMol25 describes a structure of composition C5H7N3. The level of theory is the ωB97M-V functional and the def2-TZVPD basis.

Highest occupied orbital energy   -8.692 eV
Charge   0
Spin multiplicity   1
HOMO-LUMO gap   8.035 eV
Lowest unoccupied orbital energy   -0.657 eV

CARTESIAN COORDINATES (ANGSTROEM)
C -0.26 -1.51 0.30
C -0.46 -0.05 -0.09
C 2.06 0.25 -0.62
C -1.63 0.67 0.38
C -1.83 2.07 0.33
H -0.94 -2.65 -0.44
H 0.98 -1.60 0.39
H -0.91 -1.80 1.55
H 0.59 1.87 -0.34
H 2.95 1.14 -0.50
H 1.11 -1.58 -0.90
H -2.41 0.26 1.02
N 0.65 0.75 -0.54
N 2.22 -1.10 -0.89
N -2.13 3.27 0.34

Results of the Mulliken charge analysis, in e, for atoms 1 through 8: C -1.339; C 0.823; C 0.189; C -0.410; C 0.037; H 0.266; H 0.461; H 0.300



<ii> is the most stable structure; the next one sits 2.736 eV above it.



<i>
This record from OMol25 describes a structure of composition C5H8N2O2. The level of theory is the ωB97M-V functional and the def2-TZVPD basis.

Highest occupied orbital energy   -8.612 eV
Charge   0
Spin multiplicity   1
HOMO-LUMO gap   9.120 eV
Lowest unoccupied orbital energy   0.508 eV

CARTESIAN COORDINATES (ANGSTROEM)
C -0.68 -1.73 -0.32
C -1.17 -0.67 0.61
C 0.18 0.42 0.94
N 1.05 0.16 -1.82
C -0.26 0.31 -1.47
C -0.10 1.57 1.56
O 1.41 -0.20 1.05
N -1.14 -0.68 -1.26
O -2.18 -0.55 1.28
H 1.97 0.30 1.66
H 1.56 -0.60 -1.41
H 1.55 0.97 -2.17
H 0.37 -1.98 -0.29
H -1.36 -2.58 -0.32
H -0.69 1.25 -1.82
H -1.12 1.94 1.61
H 0.63 2.08 2.18

Results of the Mulliken charge analysis, in e, for atoms 1 through 8: C -0.427; C 0.656; C 0.565; N -0.320; C -0.143; C -0.934; O -0.468; N -0.469



<ii>
This record from OMol25 describes a structure of composition C5H8N2O2. The level of theory is the ωB97M-V functional and the def2-TZVPD basis.

Highest occupied orbital energy   -9.792 eV
Charge   0
Spin multiplicity   1
HOMO-LUMO gap   10.302 eV
Lowest unoccupied orbital energy   0.511 eV

CARTESIAN COORDINATES (ANGSTROEM)
C -2.01 -1.10 0.45
C -0.90 0.86 -0.27
C 1.39 1.19 0.27
C 2.40 -0.05 0.00
C 1.02 -0.71 -0.30
H -3.04 -1.75 0.30
H -1.73 -0.95 1.44
H -1.47 -1.84 -0.07
H -2.61 0.62 -0.50
H 1.55 1.96 -0.32
H 1.44 1.56 1.29
H 3.03 0.07 -1.10
H 3.08 -0.29 0.54
N -2.02 -0.05 -0.36
N 0.22 0.31 0.14
O -1.04 2.03 -0.69
O 0.71 -1.86 -0.82

Results of the Mulliken charge analysis, in e, for atoms 1 through 8: C -0.933; C 0.522; C -0.722; C -0.613; C 0.446; H 0.320; H 0.371; H 0.322



<i> is the most stable structure; the next one sits 0.737 eV above it.